No. 1
This record from OMol25 describes the molecule C5H4O2. The level of theory is the ωB97M-V functional and the def2-TZVPD basis.

Output
Calculated total energy (eV): -9341.340
Orbital gap (eV): 9.108
E_HOMO (Ha): -0.361
SMILES string: C=C1C=CC(=O)O1

Each line ends with the Mulliken charge.
Geometry (Å):
C 1.1693 0.6714 -1.5674  -0.89
C 0.5650 0.4184 -0.3955  0.68
C -0.2284 -0.9599 -0.2219  -0.39
C -0.7521 -0.8884 1.0369  -0.36
C -1.0230 0.4200 1.2870  0.58
O -1.8345 0.8740 2.1077  -0.56
O -0.0681 1.1485 0.5479  -0.34
H 1.5555 1.6367 -1.3249  0.31
H 1.5203 -0.0095 -2.3441  0.31
H 0.3648 -1.7607 -0.8136  0.28
H -1.2688 -1.5505 1.6879  0.38

Cartesian forces (eV/Å) of the 6 atoms listed first:
C 0.56 1.34 2.97
C -5.46 -5.43 -1.56
C 5.01 -0.34 0.98
C -0.53 -4.12 -3.23
C -0.87 4.36 3.31
O 2.55 -0.36 -2.79


No. 2
This record from OMol25 describes a structure of composition C35H52AsIrOP3. The level of theory is the ωB97M-V functional and the def2-TZVPD basis.

Output
Net charge: +3
Calculated total energy (eV): -130701.918
Orbital gap (spin up / spin down) (eV): 5.265 / 3.326
E_HOMO (spin up / spin down) (Ha): -0.473 / -0.559
Multiplicity: 5

Each line ends with the Löwdin spin population.
Geometry (Å):
Ir -0.1788 0.1742 -0.4312  1.20
P -0.1751 2.3791 0.0629  0.17
P -2.1893 0.0021 0.8113  0.05
P 1.7908 0.0459 -1.7437  0.06
H -2.4239 -0.6622 -1.9418  0.03
C -1.3405 -0.8008 -2.0520  0.35
C -0.6856 -1.8052 -1.2594  0.32
H -1.2773 -2.3980 -0.5585  0.02
C -1.2901 3.0494 -1.2136  0.06
C -0.7882 3.2369 1.5738  0.01
C 1.3940 3.2778 -0.1820  0.03
C -2.9989 -1.6371 0.9629  0.01
C -2.0689 0.3963 2.5981  0.01
C -3.5776 0.9900 0.1127  0.00
C 2.2847 -1.5609 -2.4955  0.01
C 3.4045 0.6836 -1.1631  0.01
C 1.4684 0.9950 -3.2604  0.01
H -0.9575 -0.5924 -3.0572  0.03
H 0.1581 -2.3410 -1.6982  0.02
H -1.1083 4.1254 -1.3076  0.01
H -2.3445 2.8911 -0.9763  0.00
H -1.0822 2.5513 -2.1629  0.01
H -0.6758 4.3251 1.4343  0.00
H -0.1897 2.9541 2.4513  0.00
H -1.8475 3.0305 1.7774  0.00
H 1.2456 4.3347 0.0906  0.01
H 1.7329 3.2331 -1.2244  0.00
H 2.1659 2.8643 0.4804  0.00
H -3.9598 -1.5017 1.4813  0.00
H -2.3760 -2.3196 1.5550  0.00
H -3.2009 -2.0766 -0.0196  0.00
H -3.0582 0.7057 2.9677  0.00
H -1.3464 1.1921 2.7947  0.00
H -1.7297 -0.4941 3.1432  0.00
H -4.5187 0.5868 0.5126  0.00
H -3.5972 0.8939 -0.9803  0.00
H -3.5068 2.0493 0.3842  0.00
H 3.2006 -1.4073 -3.0881  0.00
H 1.5011 -1.9294 -3.1717  0.00
H 2.4842 -2.3093 -1.7175  0.00
H 4.1560 0.5084 -1.9498  0.00
H 3.6987 0.1488 -0.2527  0.00
H 3.3620 1.7559 -0.9408  0.00
H 2.1339 0.6585 -4.0657  0.00
H 1.6243 2.0659 -3.0897  0.00
H 0.4317 0.8470 -3.5779  0.00
C -0.7396 2.6148 -5.5404  0.22
C -1.6086 3.5760 -6.0936  0.10
C -1.9695 3.4410 -7.4365  0.05
C -1.4440 2.4005 -8.2195  0.29
C -0.5559 1.4783 -7.6579  0.05
C -0.1634 1.5991 -6.3189  0.11
O -0.5070 2.6229 -4.1854  0.17
H -0.8756 3.4399 -3.7857  0.00
H -1.9909 4.3790 -5.4568  0.00
H -2.6689 4.1652 -7.8605  0.00
H -1.7138 2.3201 -9.2763  0.01
H -0.1652 0.6615 -8.2661  0.00
H 0.5583 0.9165 -5.8684  0.00
C 2.9587 -5.8802 1.8673  0.00
C 2.2639 -5.5047 0.7107  0.00
C 1.7836 -4.1980 0.5571  0.00
C 2.0062 -3.2677 1.5829  0.08
C 2.7194 -3.6291 2.7357  0.02
C 3.2061 -4.9364 2.8718  0.01
As 1.2317 -1.4234 1.4795  0.28
C 0.4665 -1.6451 3.2962  0.04
C -0.4072 -2.7341 3.4875  0.01
C -1.0331 -2.9102 4.7263  0.00
C -0.7493 -2.0415 5.7863  0.01
C 0.1775 -1.0126 5.6136  0.00
C 0.8067 -0.8222 4.3777  0.01
C 2.8749 -0.4325 1.9815  0.04
C 2.7386 0.9035 2.3913  0.02
C 3.8801 1.6797 2.6146  0.00
C 5.1525 1.1228 2.4489  0.01
C 5.2824 -0.2197 2.0864  0.00
C 4.1493 -0.9975 1.8275  0.01
H 3.3015 -6.9089 1.9906  0.00
H 2.0827 -6.2406 -0.0732  0.00
H 1.2232 -3.9100 -0.3347  0.00
H 2.8886 -2.9051 3.5422  0.00
H 3.7644 -5.2171 3.7688  0.00
H -0.5681 -3.4636 2.6869  0.00
H -1.7318 -3.7378 4.8727  0.00
H -1.2334 -2.1901 6.7541  0.00
H 0.4270 -0.3636 6.4537  0.00
H 1.5577 -0.0425 4.2824  0.00
H 1.7429 1.3323 2.5522  0.00
H 3.7696 2.7237 2.9158  0.00
H 6.0390 1.7427 2.5982  0.00
H 6.2739 -0.6597 1.9916  0.00
H 4.2715 -2.0220 1.4753  0.00

Cartesian forces (eV/Å) of the 6 atoms listed first:
Ir 1.57 0.00 1.86
P -0.48 1.83 -0.27
P -0.64 -0.45 1.12
P 0.92 0.05 -0.60
H 0.44 -0.14 -0.10
C -0.96 -0.61 -1.10


The records above yield energy above the lowest of the compared OMol25 structures with the same formula, charge and spin values of 274.20; 51.03 kJ/mol, respectively.